[1]
Entry from OMol25: a molecular structure, C41H48InN4O7SbSi3 (ωB97M-V with the def2-TZVPD basis set).

Output
molar mass = 1029.7 g mol⁻¹
net charge = -2
relative energy (zero: lowest compared OMol25 entry of this formula, charge and spin) = 114.5 kJ/mol
HOMO = -2.0 eV
electronic energy = -98938.3893 eV
E_LUMO = 3.9 eV
orbital gap = 5.95 eV

The geometry in XYZ format:
```
105
C41H48InN4O7SbSi3 (ωB97M-V with the def2-TZVPD basis set)
In 0.2754 -0.0731 0.0800
O -0.4939 -1.6494 1.4601
C -1.3763 -1.7028 2.3857
C -1.9823 -2.9521 2.7115
C -2.9586 -3.0582 3.6706
C -3.3844 -1.9383 4.4007
C -2.7663 -0.7304 4.1575
C -1.7798 -0.5841 3.1757
C -0.9570 0.6048 3.1549
N -0.1342 0.8910 2.2198
N 0.8455 1.8139 2.5790
C 1.9691 1.4413 2.0180
O 2.1261 0.4457 1.2309
C 3.1801 2.2499 2.3657
C 4.4332 1.7769 1.9961
C 5.5749 2.5033 2.3055
C 5.4700 3.7137 2.9765
C 4.2161 4.1939 3.3378
C 3.0767 3.4645 3.0373
H -1.6552 -3.8145 2.1434
H -3.4081 -4.0268 3.8652
H -4.1540 -2.0257 5.1571
H -3.0337 0.1385 4.7526
H -0.8961 1.1955 4.0720
H 4.4869 0.8449 1.4488
H 6.5482 2.1297 2.0106
H 6.3594 4.2860 3.2133
H 4.1300 5.1455 3.8495
H 2.0937 3.8227 3.3127
C -0.8306 4.0132 0.8028
Sb -1.9144 3.1096 -0.8334
C -0.4532 1.5532 -1.3793
C -1.1051 1.0212 -2.6475
C -1.6688 -0.2475 -2.7950
C -2.1996 -0.6405 -4.0079
C -2.2052 0.2501 -5.0711
C -1.6594 1.5010 -4.8468
N -1.1298 1.8762 -3.6887
Si 1.0428 2.6126 -2.0070
C 2.3317 2.9125 -0.6809
C 1.9995 1.8520 -3.4318
C 0.6052 4.3697 -2.6148
C -3.9327 2.6265 0.2269
C -4.1787 1.1474 0.4184
C -5.4045 0.6844 0.9172
C -5.6667 -0.6707 0.9623
C -4.6998 -1.5536 0.5168
C -3.5010 -1.0238 0.0726
N -3.2412 0.2830 0.0179
Si -4.1946 3.6607 1.7729
C -5.8567 3.4305 2.6569
C -4.1615 5.4952 1.3171
C -3.0151 3.3793 3.2037
Si -5.0649 3.0923 -1.2439
C -4.7309 1.9168 -2.6652
C -6.9131 2.9319 -0.8661
C -4.8997 4.8668 -1.8671
H -1.4644 4.7197 1.3350
H -0.0024 4.5583 0.3545
H -0.4222 3.2784 1.4938
H -1.6264 -0.9504 -1.9846
H -2.5851 -1.6467 -4.1184
H -2.6014 -0.0184 -6.0417
H -1.6338 2.2449 -5.6395
H 2.8154 1.9723 -0.4135
H 1.9454 3.3779 0.2276
H 3.0906 3.5787 -1.1035
H 2.6157 1.0205 -3.0941
H 2.6683 2.6281 -3.8193
H 1.3729 1.5101 -4.2540
H 0.2691 5.0575 -1.8375
H -0.1516 4.3395 -3.3968
H 1.5252 4.7894 -3.0361
H -6.1546 1.3894 1.2402
H -6.6157 -1.0300 1.3437
H -4.8467 -2.6240 0.5339
H -2.7041 -1.6908 -0.2390
H -6.7347 3.6212 2.0386
H -5.8738 4.1429 3.4880
H -5.9466 2.4299 3.0836
H -5.1266 5.8152 0.9185
H -3.4016 5.7362 0.5728
H -3.9555 6.0882 2.2119
H -3.3663 2.5291 3.7916
H -3.0393 4.2616 3.8502
H -1.9828 3.1858 2.9323
H -4.6827 0.8815 -2.3202
H -3.7832 2.1347 -3.1619
H -5.5271 1.9883 -3.4116
H -7.2338 1.8904 -0.8228
H -7.4709 3.4232 -1.6689
H -7.1929 3.4135 0.0719
H -3.8748 5.2318 -1.8389
H -5.5310 5.5518 -1.2976
H -5.2292 4.8944 -2.9097
O 2.0685 -3.5818 -4.9010
C 1.7390 -2.9093 -3.9461
C 0.4486 -3.0324 -3.1678
O -0.5041 -3.7456 -3.4514
C 0.5903 -2.1187 -2.0420
C 1.7710 -1.3508 -2.1583
O 2.0370 -0.4266 -1.3258
C 2.5503 -1.7950 -3.3169
O 3.6237 -1.3741 -3.7160
O -0.2181 -1.9357 -1.0712
```

[2]
Entry from OMol25: 2 unconnected molecules or ions with the total composition C4H12NO3 at a distorted geometry (ωB97M-V with the def2-TZVPD basis set).

Output
molar mass = 122.1 g mol⁻¹
net charge = -1
relative energy (zero: lowest compared OMol25 entry of this formula, charge and spin) = 179.4 kJ/mol
HOMO = -3.8 eV
electronic energy = -11974.0930 eV
E_LUMO = 4.0 eV
orbital gap = 7.77 eV

The geometry in XYZ format:
```
20
C4H12NO3 (ωB97M-V with the def2-TZVPD basis set)
C -0.6950 0.9913 0.9111
C -0.7721 -0.4790 1.2582
C -0.3978 -0.6823 2.8471
O 0.2610 -1.1775 0.6956
N -0.8891 1.3997 -0.4813
C -0.9608 0.4465 -1.5818
O 0.1572 -0.2611 -1.6456
H 0.4413 1.3079 1.1229
H -1.3385 1.6723 1.5019
H -1.6721 -1.1133 0.9131
H -1.0142 -0.0192 3.4202
H -0.4133 -1.7166 2.9865
H 0.5788 -0.3022 2.9860
H 0.2539 -1.0047 -0.3434
H -0.2020 2.2486 -0.7042
H -1.1367 1.1689 -2.5247
H -1.7546 -0.2823 -1.5744
H 2.4948 -0.7733 -1.1235
H 1.7694 -0.0061 -1.7991
O 2.7281 -0.1410 -1.8125
```

[3]
Entry from OMol25: 2 unconnected molecules or ions with the total composition C4H13N4O at a distorted geometry (ωB97M-V with the def2-TZVPD basis set).

Output
molar mass = 133.2 g mol⁻¹
net charge = +1
relative energy (zero: lowest compared OMol25 entry of this formula, charge and spin) = 253.7 kJ/mol
HOMO = -13.1 eV
electronic energy = -12360.2586 eV
E_LUMO = -2.9 eV
orbital gap = 10.19 eV

The geometry in XYZ format:
```
22
C4H13N4O (ωB97M-V with the def2-TZVPD basis set)
C -1.6209 1.2282 0.2284
C -0.6567 -0.4819 1.7923
N 0.5377 0.2004 1.7684
N -1.7162 -0.0685 1.0055
N -0.9808 -1.5379 2.6017
H 0.5273 1.1412 1.4833
H 1.1379 -0.1214 2.5014
H -2.3933 -0.7648 0.6818
H -1.8072 -2.0648 2.4756
H -0.1708 -2.0191 3.0251
H -1.7106 2.2042 0.7614
H -2.4684 1.3085 -0.5837
H -0.6505 1.0189 -0.3178
C 0.5504 0.0908 -2.6793
C 1.3963 -0.5174 -1.5853
O 1.1281 -1.6258 -1.1219
N 2.4384 0.2478 -1.0114
H 3.2393 -0.4045 -0.7596
H 2.6431 1.1215 -1.4833
H 0.0426 1.1095 -2.1692
H -0.4661 -0.5145 -3.0555
H 1.0005 0.4495 -3.5581
```

[4]
Entry from OMol25: a molecular structure, C43H84Br22F5N4O6 at a distorted geometry (ωB97M-V with the def2-TZVPD basis set).

Output
molar mass = 2606.0 g mol⁻¹
net charge = +1
HOMO = -10.8 eV
electronic energy = -1618713.7492 eV
E_LUMO = -3.2 eV
orbital gap = 7.65 eV

The geometry in XYZ format:
```
164
C43H84Br22F5N4O6 (ωB97M-V with the def2-TZVPD basis set)
C 5.9077 -1.0667 1.6402
C 5.6251 -1.4496 0.2042
O 6.6513 -0.9560 -0.6557
C 6.3010 -1.0666 -2.0215
C 5.9359 0.3137 -2.5327
O 4.6918 0.7269 -1.9822
C 3.5583 0.3831 -2.7235
C 2.5350 -0.3206 -1.8745
O 2.1104 0.5099 -0.8139
C 0.9914 0.0483 -0.1382
N -0.2327 -0.0769 -0.9817
C -0.8346 -1.4355 -0.9234
C -0.0165 -2.4510 -1.6986
O -0.6011 -3.7473 -1.5609
C -1.7449 -3.8423 -2.3915
O -2.8073 -3.5618 -1.9341
C -1.5913 -4.2253 -3.8224
C -1.3432 -2.9963 -4.7344
C -1.2081 0.8434 -0.6175
N -2.1846 0.4605 0.3213
C -1.8876 0.7668 1.6809
F -0.9750 -0.0868 2.1698
F -1.3946 2.0070 1.8655
C -3.1746 0.5955 2.5381
F -3.8864 -0.4288 2.0832
F -3.9091 1.7028 2.4998
F -2.8512 0.3317 3.7922
N -1.2484 2.0065 -1.1703
C -0.2578 2.4066 -2.1875
C -0.6203 1.9592 -3.5892
O 0.4630 2.2569 -4.4555
C -2.2771 3.0084 -0.8492
C -3.3623 3.1186 -1.9313
C -4.0341 1.8012 -2.3287
C -4.6509 1.8470 -3.7272
N -3.6700 1.4555 -4.7397
H 6.8022 -1.5432 2.0061
H 5.0286 -1.3531 2.2119
H 5.9541 0.0140 1.7204
H 5.5835 -2.5331 0.0732
H 4.6475 -1.0340 -0.0356
H 7.1342 -1.4491 -2.6050
H 5.4301 -1.7112 -2.1299
H 6.7081 0.9959 -2.2025
H 5.9170 0.3461 -3.6227
H 3.1036 1.2898 -3.1372
H 3.7833 -0.2775 -3.5600
H 1.7283 -0.6413 -2.5362
H 3.0079 -1.2227 -1.4808
H 0.8366 0.7378 0.6808
H 1.2054 -0.9318 0.2857
H -1.8264 -1.4278 -1.3515
H -0.8931 -1.7789 0.1051
H -0.0323 -2.1658 -2.7475
H 1.0196 -2.4874 -1.3902
H -2.5470 -4.6408 -4.1061
H -0.8399 -4.9905 -3.9719
H -1.4634 -2.0797 -4.1671
H -2.0785 -2.9648 -5.5253
H -0.3505 -3.0461 -5.1598
H -3.0976 0.8249 0.0735
H 0.7343 2.0562 -1.9348
H -0.2158 3.4875 -2.1563
H -1.4487 2.5339 -3.9760
H -0.7922 0.8855 -3.6481
H 1.2650 2.4483 -3.9613
H -1.7798 3.9692 -0.7900
H -2.7921 2.7787 0.0692
H -3.0195 3.6902 -2.7861
H -4.1308 3.7249 -1.4634
H -4.8747 1.6468 -1.6554
H -3.3870 0.9263 -2.2553
H -5.4732 1.1348 -3.7382
H -5.0013 2.8589 -3.8948
H -3.0912 0.7070 -4.3930
H -4.1342 1.1604 -5.5845
Br -2.4220 7.3771 -1.4813
C -1.7757 7.8351 0.2998
C -0.4972 7.1134 0.6135
Br -0.8405 5.2448 1.0399
H -2.5758 7.6074 0.9957
H -1.6138 8.9096 0.2805
H -0.0260 7.5319 1.5001
H 0.2087 7.1232 -0.2074
Br -2.9061 5.1153 5.5510
C -3.3148 3.2618 5.9771
C -4.7036 3.1123 6.5367
Br -4.7946 3.7066 8.3836
H -2.5473 2.9213 6.6634
H -3.2246 2.7237 5.0362
H -4.9937 2.0641 6.5547
H -5.4423 3.6826 5.9842
Br 11.0918 -2.2393 3.2980
C 10.1975 -3.7862 2.5331
C 10.1589 -3.7210 1.0295
Br 8.8209 -2.4565 0.3963
H 9.2075 -3.8260 2.9744
H 10.7765 -4.6453 2.8631
H 9.8649 -4.6836 0.6173
H 11.1075 -3.4185 0.5997
Br 5.5889 3.9210 -2.0908
C 5.7812 4.2354 -0.1795
C 7.1245 3.7517 0.2887
Br 7.1168 1.8095 0.3923
H 4.9606 3.7255 0.3135
H 5.6749 5.3089 -0.0423
H 7.3408 4.1083 1.2931
H 7.9328 4.0397 -0.3744
Br -3.8245 10.6160 1.8907
C -3.1722 11.0580 3.6697
C -1.8953 10.3290 3.9875
Br -2.2312 8.4587 4.4101
H -3.9733 10.8270 4.3627
H -3.0040 12.1319 3.6569
H -1.4281 10.7470 4.8757
H -1.1874 10.3449 3.1663
Br -8.2090 4.6536 12.8012
C -8.1193 6.0132 11.4156
C -7.0069 5.7404 10.4396
Br -5.2677 6.1912 11.1873
H -8.0111 6.9680 11.9180
H -9.0821 5.9746 10.9117
H -7.1109 6.3690 9.5583
H -6.9606 4.7009 10.1377
Br -3.1482 -8.9436 0.2594
C -1.2415 -8.5911 0.1496
C -0.9252 -7.1503 0.4333
Br -1.3632 -5.9749 -1.0628
H -0.9215 -8.9062 -0.8358
H -0.7865 -9.2341 0.9000
H 0.1444 -7.0228 0.5884
H -1.4657 -6.7614 1.2903
Br 0.9345 -11.3984 -1.7111
C 2.7987 -10.8554 -1.7766
C 2.9994 -9.4120 -1.3913
Br 2.4697 -8.2069 -2.8248
H 3.1448 -11.0664 -2.7822
H 3.3079 -11.5082 -1.0719
H 4.0565 -9.2183 -1.2268
H 2.4369 -9.1207 -0.5110
Br 1.4923 5.2349 -3.7556
C 3.1268 5.9130 -4.5752
C 3.2917 5.3949 -5.9760
Br 3.8717 3.5432 -5.9733
H 3.9446 5.6296 -3.9205
H 3.0202 6.9949 -4.5778
H 4.0723 5.9446 -6.4955
H 2.3745 5.4371 -6.5530
Br -3.1046 -6.2669 3.8963
C -4.8457 -6.1876 3.0309
C -5.9296 -6.7484 3.9104
Br -5.8812 -8.6896 3.9552
H -4.7506 -6.7193 2.0895
H -5.0210 -5.1324 2.8350
H -6.9084 -6.4925 3.5120
H -5.8549 -6.4073 4.9371
Br -3.7591 -6.9197 -4.8625
C -2.8209 -8.6236 -4.9568
C -1.3859 -8.5210 -4.5176
Br -0.2825 -7.6473 -5.8621
H -2.9250 -8.9609 -5.9820
H -3.3641 -9.2945 -4.2956
H -0.9647 -9.5151 -4.3847
H -1.2573 -7.9493 -3.6029
```